Version A
{"formula": "C3H9O2PS", "method": "ωB97M-V/def2-TZVPD", "symbols": ["C", "C", "C", "O", "S", "O", "P", "H", "H", "H", "H", "H", "H", "H", "H", "H"], "xyz": [[1.406, -1.473, -0.342], [0.460, -0.282, -0.329], [0.927, 0.842, 0.447], [0.087, 1.900, 0.192], [-1.117, -0.759, 0.626], [-1.557, -1.959, -0.112], [-2.494, 0.896, -0.203], [1.854, -1.774, 0.644], [0.848, -2.315, -0.738], [2.240, -1.389, -1.101], [0.213, 0.080, -1.388], [1.955, 1.103, 0.168], [0.776, 0.834, 1.599], [0.214, 2.177, -0.654], [-2.129, 1.717, 0.763], [-3.682, 0.401, 0.428]], "multiplicity": 1, "orbital_gap_ha": 0.33334, "total_charge": 0, "smiles": "C[C@H](CO)S(=O)#[PH2]"}

Version B
{"formula": "C3H9O2PS", "method": "ωB97M-V/def2-TZVPD", "symbols": ["C", "C", "C", "O", "O", "P", "S", "H", "H", "H", "H", "H", "H", "H", "H", "H"], "xyz": [[-1.230, 1.605, 0.110], [0.695, 2.265, -1.435], [-0.828, -1.736, 0.701], [1.343, -0.673, 1.683], [1.306, -3.071, 1.012], [0.237, 2.217, 0.384], [0.927, -1.454, 0.567], [1.968, -3.491, 0.488], [-1.539, 1.507, -0.959], [-2.049, 1.407, 0.834], [0.669, 1.302, -1.830], [1.693, 2.715, -1.455], [0.032, 2.728, -2.058], [-0.790, -2.750, 0.247], [-1.227, -1.641, 1.706], [-1.208, -0.930, 0.006]], "multiplicity": 1, "orbital_gap_ha": 0.36755, "total_charge": 0}

Quick ranking, most stable first: version A, version B.

Version A
{"formula": "C3H9O2PS", "method": "ωB97M-V/def2-TZVPD", "symbols": ["C", "C", "C", "O", "O", "P", "S", "H", "H", "H", "H", "H", "H", "H", "H", "H"], "xyz": [[-1.481, -0.460, -0.213], [0.039, -0.191, 2.284], [1.161, 0.658, -1.918], [-0.073, 2.025, 0.632], [1.118, -1.789, -0.919], [-0.114, 0.568, 0.603], [1.584, -0.478, -0.589], [-2.093, -0.783, 0.591], [-2.040, 0.258, -0.857], [-0.985, -1.186, -0.799], [-0.410, 0.372, 2.999], [-0.716, -0.980, 2.202], [0.887, -0.663, 2.564], [0.082, 0.757, -2.060], [1.519, 0.284, -2.877], [1.521, 1.609, -1.644]], "multiplicity": 1, "orbital_gap_ha": 0.35040, "total_charge": 0}

Version B
{"formula": "C3H9O2PS", "method": "ωB97M-V/def2-TZVPD", "symbols": ["C", "P", "C", "S", "O", "H", "H", "H", "H", "H", "H", "H", "C", "O", "H", "H"], "xyz": [[0.979, 0.930, -1.645], [0.468, 0.076, -0.046], [-1.099, -0.696, -0.674], [-0.495, 1.762, 0.808], [-1.500, 2.326, -0.402], [1.743, 0.349, -2.337], [1.565, 1.737, -1.203], [0.076, 1.208, -2.254], [-1.678, -0.181, -1.403], [-1.660, -0.809, 0.277], [-0.781, -1.631, -1.142], [-2.319, 1.839, -0.316], [1.142, -1.739, 2.535], [0.391, -2.119, 1.696], [2.047, -1.205, 2.442], [1.120, -1.848, 3.663]], "multiplicity": 1, "orbital_gap_ha": 0.34214, "total_charge": 0, "smiles": "CP(C)SO.C=O"}

Quick ranking, most stable first: version A, version B.

Version A
{"formula": "C6H11N3O", "method": "ωB97M-V/def2-TZVPD", "symbols": ["C", "C", "C", "N", "C", "N", "H", "H", "H", "H", "H", "H", "C", "C", "N", "O", "H", "H", "H", "H", "H"], "xyz": [[0.651, 1.837, 2.294], [-0.391, 0.854, 1.926], [-0.272, -0.505, 1.738], [-1.508, -0.981, 1.396], [-2.321, 0.120, 1.344], [-1.709, 1.231, 1.712], [0.179, 2.768, 2.777], [1.128, 2.093, 1.307], [1.477, 1.366, 2.867], [0.648, -0.977, 1.728], [-1.934, -1.825, 1.023], [-3.322, 0.063, 1.021], [0.752, -1.740, -1.972], [0.400, -0.259, -2.208], [1.156, 0.505, -3.038], [-0.691, 0.167, -1.746], [1.785, -1.912, -2.399], [0.019, -2.308, -2.352], [0.939, -2.067, -1.014], [0.954, 1.496, -3.067], [2.062, 0.075, -3.338]], "multiplicity": 1, "orbital_gap_ha": 0.32059, "total_charge": 0, "smiles": "Cc1c[nH]cn1.CC(N)=O"}

Version B
{"formula": "C6H11N3O", "method": "ωB97M-V/def2-TZVPD", "symbols": ["C", "C", "C", "C", "C", "C", "N", "N", "N", "O", "H", "H", "H", "H", "H", "H", "H", "H", "H", "H", "H"], "xyz": [[0.183, 0.381, 0.328], [1.179, -0.036, 1.210], [0.923, -0.461, -1.904], [-0.574, -1.779, -0.461], [-1.683, 2.030, 0.643], [-0.213, -0.300, -0.902], [0.262, 1.769, 2.152], [2.014, -1.050, 1.017], [-0.448, 1.358, 0.945], [1.198, 0.875, 2.262], [0.695, -0.116, -2.851], [1.173, -1.486, -2.031], [1.870, -0.119, -1.484], [0.361, -2.195, -0.144], [-1.031, -2.393, -1.296], [-1.173, -1.753, 0.410], [-1.596, 3.071, 0.741], [-2.437, 1.545, 1.252], [-2.077, 1.663, -0.385], [-1.117, 0.201, -1.398], [2.492, -1.206, 1.897]], "multiplicity": 1, "orbital_gap_ha": [0.28519, 0.28501], "total_charge": 0}

Quick ranking, most stable first: version A, version B.

Version A
{"formula": "C2H8N3S", "method": "ωB97M-V/def2-TZVPD", "symbols": ["C", "C", "N", "N", "N", "S", "H", "H", "H", "H", "H", "H", "H", "H"], "xyz": [[-0.288, 1.331, 0.475], [0.322, -2.832, -1.212], [-0.418, 1.846, 1.712], [0.429, 2.119, -0.344], [-0.708, 0.111, 0.316], [0.380, -1.287, -2.085], [0.929, -3.745, -1.498], [-0.686, -3.190, -1.218], [0.863, -2.778, -0.215], [0.030, 2.697, 2.009], [-0.896, 1.269, 2.404], [0.811, 2.836, 0.164], [0.661, 1.991, -1.289], [-1.430, -0.369, 0.780]], "multiplicity": 1, "orbital_gap_ha": [0.21623, 0.21836], "total_charge": 1}

Version B
{"formula": "C2H8N3S", "method": "ωB97M-V/def2-TZVPD", "symbols": ["C", "C", "N", "N", "S", "N", "H", "H", "H", "H", "H", "H", "H", "H"], "xyz": [[1.712, -0.631, -0.676], [0.370, -0.221, -0.569], [-0.641, -0.760, -1.165], [0.099, 1.279, 0.141], [-1.501, 1.697, 0.346], [-1.928, 1.312, 1.925], [2.321, 0.252, -0.917], [1.819, -1.473, -1.309], [2.248, -1.084, 0.159], [-0.483, -1.496, -1.842], [-1.427, -0.155, -1.244], [0.788, 1.274, 0.808], [-1.567, 2.083, 2.497], [-2.830, 1.081, 2.222]], "multiplicity": 1, "orbital_gap_ha": 0.31168, "total_charge": 1, "smiles": "C/C(N)=[NH+]/SN"}

Quick ranking, most stable first: version B, version A.